Record 1
{"formula": "C3H5NO2", "method": "ωB97M-V/def2-TZVPD", "symbols": ["O", "O", "N", "C", "C", "C", "H", "H", "H", "H", "H"], "coordinates": [[0.485, 1.116, -0.376], [2.648, 0.085, -0.948], [0.601, -0.858, 0.324], [-0.211, 0.084, -0.028], [-1.701, 0.087, -0.101], [1.908, 0.307, -0.043], [-2.091, 1.037, 0.271], [-1.995, -0.008, -1.151], [-2.133, -0.741, 0.465], [2.153, 0.674, 0.960], [0.335, -1.785, 0.628]], "atomic_forces_ev_per_a": [[-0.1, -0.1, 0.0], [-0.4, 0.1, 0.4], [-0.2, -0.1, -0.1], [0.0, -0.1, 0.0], [0.0, 0.0, 0.0], [0.6, 0.0, -0.2], [0.1, -0.1, 0.0], [0.1, 0.0, 0.1], [0.1, 0.1, -0.1], [-0.1, 0.0, -0.1], [0.0, 0.1, 0.0]], "spin_multiplicity": 1, "e_above_lowest_kj_mol": 172.1, "e_homo_ev": -9.89}

Record 2
{"formula": "C3H5NO2", "method": "ωB97M-V/def2-TZVPD", "symbols": ["O", "O", "N", "C", "C", "C", "H", "H", "H", "H", "H"], "coordinates": [[0.027, 1.355, -0.137], [-0.446, -0.869, -0.883], [-0.925, -1.175, 0.465], [1.292, 0.704, 0.072], [-1.738, -0.536, 1.214], [0.346, 0.272, -0.952], [-2.035, 0.414, 0.754], [-0.566, -2.099, 0.670], [0.514, 0.489, -2.007], [1.375, 0.129, 0.993], [2.155, 1.315, -0.188]], "atomic_forces_ev_per_a": [[-0.1, 0.2, 0.0], [-0.3, 0.2, 0.0], [-0.2, 0.0, 0.4], [0.2, -0.1, 0.1], [0.4, -0.1, -0.4], [0.2, 0.1, -0.1], [0.0, -0.2, -0.1], [0.0, 0.1, 0.0], [0.0, -0.1, 0.2], [-0.1, 0.1, -0.1], [-0.1, -0.2, 0.0]], "spin_multiplicity": 1, "e_above_lowest_kj_mol": 555.5, "e_homo_ev": -8.88}

Record 3
{"formula": "C3H5NO2", "method": "ωB97M-V/def2-TZVPD", "symbols": ["O", "O", "N", "C", "C", "C", "H", "H", "H", "H", "H"], "coordinates": [[0.618, -1.134, -0.237], [-0.094, 0.469, 1.823], [0.579, 1.047, -0.845], [1.243, 0.008, -0.570], [-0.875, 0.322, 0.914], [-0.770, -0.908, 0.004], [-1.135, -1.768, 0.568], [1.154, 1.869, -0.962], [2.325, -0.096, -0.484], [-1.328, -0.825, -0.938], [-1.716, 1.016, 0.727]], "atomic_forces_ev_per_a": [[0.1, 0.1, -0.1], [-0.7, 0.1, -0.1], [0.3, -0.2, -0.1], [0.0, 0.1, -0.1], [0.0, -0.1, 0.4], [0.0, 0.0, 0.1], [0.1, 0.0, -0.1], [0.2, 0.0, -0.2], [-0.1, 0.0, -0.2], [0.1, 0.2, 0.3], [0.0, -0.1, 0.1]], "spin_multiplicity": 1, "e_above_lowest_kj_mol": 177.7, "e_homo_ev": -9.81, "smiles": "[H]/N=C/OCC=O"}

Record 4
{"formula": "C3H5NO2", "method": "ωB97M-V/def2-TZVPD", "symbols": ["O", "O", "N", "C", "C", "C", "H", "H", "H", "H", "H"], "coordinates": [[-2.677, -0.351, 1.277], [2.082, -1.046, -0.544], [-0.467, 0.046, -0.948], [0.330, 0.418, 0.203], [-3.134, -0.338, 0.234], [1.705, -0.219, 0.252], [-0.188, 0.133, 1.134], [-0.201, -0.895, -1.231], [-0.246, 0.644, -1.736], [0.443, 1.509, 0.260], [2.353, 0.100, 1.097]], "atomic_forces_ev_per_a": [[-0.6, 0.0, -1.2], [-0.1, 0.4, 0.4], [0.2, 0.0, -0.1], [0.0, 0.0, 0.0], [0.5, 0.0, 1.3], [0.0, -0.2, -0.2], [0.2, 0.0, -0.1], [-0.1, 0.1, 0.0], [0.0, -0.1, 0.1], [0.0, -0.2, 0.0], [-0.1, -0.1, -0.1]], "spin_multiplicity": 1, "e_above_lowest_kj_mol": 137.8, "e_homo_ev": -9.70}

Record 5
{"formula": "C3H5NO2", "method": "ωB97M-V/def2-TZVPD", "symbols": ["O", "O", "N", "C", "C", "C", "H", "H", "H", "H", "H"], "coordinates": [[-0.525, 2.675, 0.498], [0.350, -1.190, 0.456], [1.599, 0.380, -0.850], [-0.598, 2.055, -0.450], [1.383, -0.365, 0.146], [-1.024, -0.898, 0.225], [-1.538, -1.749, 0.668], [0.856, 0.344, -1.546], [-1.340, 0.005, 0.758], [-1.305, -0.812, -0.831], [2.143, -0.444, 0.927]], "atomic_forces_ev_per_a": [[0.0, -0.6, -0.9], [0.2, 0.0, 0.2], [-0.2, -0.4, 0.2], [-0.1, 1.1, 0.9], [0.2, 0.2, -0.2], [-0.1, 0.0, 0.0], [-0.1, 0.1, -0.2], [-0.1, 0.0, 0.1], [0.2, -0.2, -0.1], [0.2, 0.0, 0.1], [-0.1, 0.0, -0.1]], "spin_multiplicity": 1, "e_above_lowest_kj_mol": 195.1, "e_homo_ev": -10.31}

Record 6
{"formula": "C3H5NO2", "method": "ωB97M-V/def2-TZVPD", "symbols": ["O", "O", "N", "C", "C", "C", "H", "H", "H", "H", "H"], "coordinates": [[-0.525, 1.702, 1.337], [0.279, -0.644, -1.710], [-0.448, 0.288, 1.463], [-0.140, -1.393, -0.547], [0.441, 0.484, -0.906], [-0.085, -0.120, 0.295], [0.546, -2.226, -0.383], [-1.177, -1.712, -0.615], [-0.550, 2.008, 2.251], [1.262, 0.158, 0.228], [0.399, 1.454, -1.414]], "atomic_forces_ev_per_a": [[0.3, 0.4, 0.3], [0.4, 0.1, 0.4], [-0.7, -0.6, -0.4], [-0.3, -0.5, 0.4], [0.7, 0.2, 0.8], [-1.4, -0.1, 0.7], [-0.2, 0.1, 0.3], [0.0, -0.2, -0.2], [0.0, -0.1, -0.1], [0.7, 1.0, -2.9], [0.4, -0.3, 0.8]], "spin_multiplicity": 1, "e_above_lowest_kj_mol": 638.1, "e_homo_ev": -8.04}

Record 7
{"formula": "C3H5NO2", "method": "ωB97M-V/def2-TZVPD", "symbols": ["O", "O", "N", "C", "C", "C", "H", "H", "H", "H", "H"], "coordinates": [[-1.492, -0.010, 0.073], [0.392, 0.749, -0.869], [1.906, -0.924, -0.292], [-0.476, -0.911, 0.484], [0.755, -0.419, -0.268], [-0.762, 1.152, -0.145], [-0.423, 1.555, 0.823], [-0.304, -0.822, 1.565], [-1.318, 1.882, -0.727], [2.502, -0.329, -0.869], [-0.780, -1.923, 0.225]], "atomic_forces_ev_per_a": [[-0.1, 0.0, 0.0], [0.1, 0.1, 0.1], [-0.4, 0.0, -0.3], [0.1, -0.2, 0.0], [0.3, -0.3, 0.1], [-0.1, 0.4, 0.0], [-0.1, 0.2, -0.1], [0.0, -0.1, -0.1], [-0.1, -0.1, 0.0], [0.2, -0.1, 0.1], [0.2, 0.0, 0.0]], "spin_multiplicity": 1, "e_above_lowest_kj_mol": 139.4, "e_homo_ev": -10.37, "smiles": "[H]/N=C1/COCO1"}

Record 8
{"formula": "C3H5NO2", "method": "ωB97M-V/def2-TZVPD", "symbols": ["O", "O", "N", "C", "C", "C", "H", "H", "H", "H", "H"], "coordinates": [[-0.495, -0.635, 2.144], [-0.149, -1.740, -0.856], [-0.040, 1.131, 0.677], [0.223, 0.783, -0.727], [-0.069, -0.164, 1.120], [0.492, -0.675, -0.233], [1.556, -0.919, -0.194], [-0.649, 0.832, -1.391], [-1.102, -1.656, -0.717], [1.063, 1.315, -1.183], [-0.608, 1.844, 1.111]], "atomic_forces_ev_per_a": [[0.3, -0.1, -0.4], [-0.3, 0.0, 0.0], [-0.2, 0.0, 0.2], [0.0, 0.0, -0.2], [-0.2, -0.1, 0.4], [0.2, 0.0, 0.0], [-0.1, 0.1, 0.0], [0.1, 0.0, 0.2], [0.1, -0.1, 0.0], [-0.1, -0.1, 0.1], [0.1, 0.3, -0.3]], "spin_multiplicity": 1, "e_above_lowest_kj_mol": 122.9, "e_homo_ev": -9.86, "smiles": "O=C1NC[C@@H]1O"}

Record 9
{"formula": "C3H5NO2", "method": "ωB97M-V/def2-TZVPD", "symbols": ["O", "O", "N", "C", "C", "C", "H", "H", "H", "H", "H"], "coordinates": [[0.487, 1.266, 1.772], [-1.747, 0.510, 0.331], [0.320, -0.229, -0.071], [-0.019, 0.263, 1.357], [-1.208, -0.218, -0.646], [1.454, -0.067, -0.605], [1.662, -0.316, -1.639], [-0.428, -0.577, 1.930], [-1.139, 0.220, -1.652], [-1.641, -1.231, -0.749], [2.260, 0.378, -0.029]], "atomic_forces_ev_per_a": [[-0.1, -0.8, -0.2], [0.9, -0.4, -0.6], [-0.6, 0.0, -0.3], [0.1, 0.6, -0.3], [-0.7, 0.3, 0.9], [-0.1, 0.2, 0.3], [-0.3, -0.1, -0.1], [-0.1, 0.2, -0.1], [0.2, 0.2, 0.0], [0.7, -0.2, 0.1], [-0.1, -0.1, 0.2]], "spin_multiplicity": 1, "e_above_lowest_kj_mol": 360.9, "e_homo_ev": -8.98}

Record 10
{"formula": "C3H5NO2", "method": "ωB97M-V/def2-TZVPD", "symbols": ["O", "O", "N", "C", "C", "C", "H", "H", "H", "H", "H"], "coordinates": [[-0.180, 2.311, 0.160], [-1.667, 0.580, -0.110], [1.708, -0.095, 0.122], [0.441, 0.009, -0.376], [-1.273, -0.734, 0.137], [-0.419, 1.169, -0.118], [-1.855, -1.437, -0.491], [1.960, 0.433, 0.946], [-1.202, -1.045, 1.170], [2.482, -0.427, -0.435], [0.005, -0.764, -1.005]], "atomic_forces_ev_per_a": [[-0.1, -0.5, -0.1], [-0.3, 0.2, 0.0], [0.0, -0.3, 0.1], [-0.8, -0.7, 0.8], [0.0, 0.0, 0.5], [0.1, 0.2, -0.1], [0.7, 0.2, 0.2], [-0.1, 0.0, -0.2], [-0.2, 0.2, 0.3], [-0.4, 0.1, 0.0], [1.0, 0.5, -1.6]], "spin_multiplicity": 1, "e_above_lowest_kj_mol": 307.8, "e_homo_ev": -8.69}